Here is C24H17CdF6N12O5PS2 as an isolated structure from the Open Molecules 2025 dataset. Energies are from wB97M-V/def2-TZVPD.

Structure (XYZ):
```
68
Properties=species:S:1:pos:R:3:forces:R:3:lowdin_charge:R:1
Cd 0.4505 -0.2777 0.6059 0.177 -0.048 -0.560 1.2482
O -2.9309 -2.3170 0.3411 0.037 -0.018 0.041 -0.1187
N -3.2729 -1.2527 -0.4485 0.004 0.032 -0.028 -0.0052
C -3.0848 -1.4056 -1.6964 -0.010 0.097 0.019 -0.1703
C -3.4288 -0.2751 -2.5882 0.005 -0.010 0.001 -0.2170
C -4.3987 -0.4869 -3.5718 -0.022 0.001 -0.010 -0.0481
C -4.8318 0.5468 -4.3801 0.001 -0.006 0.006 -0.0983
C -4.2925 1.8185 -4.2166 0.005 0.005 0.004 -0.0917
C -3.3040 2.0254 -3.2727 -0.008 -0.003 -0.026 -0.0883
C -2.8439 0.9868 -2.4602 0.068 -0.052 -0.020 -0.2992
P -1.3671 1.2752 -1.3788 -0.052 0.084 0.130 1.0768
C -0.2118 1.9226 -2.6379 -0.012 -0.028 -0.028 -0.3844
C 0.7965 2.8154 -2.2820 -0.004 -0.029 0.035 -0.1236
C 1.8053 3.1299 -3.1806 -0.009 0.025 -0.010 -0.0843
C 1.8235 2.5541 -4.4414 -0.008 -0.002 -0.001 -0.0982
C 0.8306 1.6526 -4.8007 0.004 0.001 0.000 -0.0975
C -0.1769 1.3344 -3.9036 -0.021 0.043 -0.006 -0.1012
C -1.9495 2.7404 -0.4452 -0.053 -0.045 0.035 -0.3740
C -2.5579 2.4488 0.7765 0.018 0.006 -0.010 -0.1010
C -3.0712 3.4651 1.5667 -0.003 0.006 0.002 -0.0850
C -2.9672 4.7862 1.1539 -0.002 -0.008 -0.003 -0.1106
C -2.3502 5.0853 -0.0520 -0.002 0.002 -0.004 -0.0935
C -1.8470 4.0672 -0.8504 -0.006 0.002 -0.019 -0.0979
H -2.1266 -2.7487 -0.0638 -0.043 -0.098 0.003 0.0193
H -2.7206 -2.3400 -2.1217 0.028 -0.017 0.008 0.1189
H -4.8270 -1.4772 -3.6764 0.002 0.003 0.001 0.1088
H -5.5939 0.3679 -5.1291 0.001 -0.002 0.000 0.0927
H -4.6291 2.6398 -4.8379 0.001 0.000 0.005 0.0948
H -2.8576 3.0075 -3.1741 -0.003 -0.004 -0.004 0.1001
H 0.8476 3.2194 -1.2787 -0.016 0.020 -0.028 0.0732
H 2.6058 3.7851 -2.8627 -0.007 -0.004 0.008 0.1062
H 2.6300 2.7781 -5.1289 0.000 -0.002 0.001 0.0934
H 0.8539 1.1734 -5.7722 -0.002 0.001 -0.002 0.0930
H -0.9311 0.6087 -4.1852 0.005 0.005 -0.011 0.1010
H -2.6187 1.4180 1.1112 0.000 0.005 0.008 0.0902
H -3.5290 3.2230 2.5177 0.003 0.000 -0.003 0.1024
H -3.3450 5.5837 1.7826 -0.001 -0.001 -0.002 0.0939
H -2.2464 6.1164 -0.3685 0.000 -0.003 -0.001 0.0956
H -1.3567 4.3119 -1.7847 0.023 0.000 0.005 0.0968
N 2.1688 -1.6875 -2.3765 0.034 0.000 0.038 0.1248
C 1.1288 -2.4474 -1.8942 -0.054 0.063 -0.089 -0.5029
N 0.8664 -3.6679 -2.3533 0.017 -0.008 0.011 0.0043
N -0.2244 -4.0480 -1.6726 -0.025 0.020 -0.016 -0.0998
N -0.5846 -3.1142 -0.8609 -0.020 0.041 -0.003 -0.1371
N 0.2504 -2.0560 -0.9777 -0.003 -0.130 0.205 -0.0492
C 2.6273 -0.5091 -1.8190 -0.075 0.045 -0.109 -0.4941
N 3.7848 0.0206 -2.1762 -0.012 0.024 -0.017 0.0210
N 3.8581 1.1623 -1.4572 -0.034 -0.033 -0.025 -0.0689
N 2.8160 1.2998 -0.7255 0.044 -0.113 -0.010 -0.0922
N 1.9800 0.2502 -0.9359 0.208 0.011 0.267 -0.0738
H 2.8419 -2.1776 -2.9391 -0.011 0.000 -0.019 0.1244
F 3.0151 1.5765 5.2455 -0.017 0.009 0.012 0.1145
C 2.5336 0.7433 4.3097 0.011 0.009 -0.002 -0.6846
F 1.2282 0.9447 4.1995 -0.003 -0.069 -0.001 0.1134
F 2.7406 -0.5093 4.7309 0.017 0.019 0.014 0.1245
S 3.4014 1.0010 2.7021 0.152 -0.129 -0.041 0.5576
O 2.8462 -0.0139 1.8466 -0.203 0.009 0.168 -0.3697
O 4.7845 0.9098 3.0597 -0.004 -0.029 -0.011 -0.2836
N 3.0717 2.4806 2.3144 0.062 0.226 0.092 -0.2888
S 1.8459 3.0850 1.5636 -0.063 -0.053 -0.158 0.5535
O 0.7625 2.1729 1.2693 -0.078 -0.047 0.084 -0.4080
O 2.2160 4.0399 0.5647 0.014 0.041 0.031 -0.2875
C 1.1454 4.1863 2.8765 0.014 -0.017 -0.007 -0.6658
F 0.9906 3.5740 4.0503 -0.029 0.028 -0.019 0.1268
F 1.9411 5.2470 3.0698 0.006 -0.007 0.037 0.1176
F -0.0499 4.6362 2.4808 -0.015 0.042 -0.008 0.1237
N -1.1574 -1.0864 3.3529 0.004 0.000 -0.007 -0.0912
C -0.5992 -0.8176 2.3787 -0.038 0.088 0.052 -0.4263
```
Forces are in eV/Å.

Properties
Total charge = -2
Energy relative to the best compared isomer or geometry (same formula, charge and spin) = 11.8 kcal/mol
E = -105111.701 eV

---

Here is C24H17Cl3N3O5Pd as an isolated structure in a non-equilibrium geometry from the Open Molecules 2025 dataset. Energies are from wB97M-V/def2-TZVPD.

Structure (XYZ):
```
53
Properties=species:S:1:pos:R:3:forces:R:3:lowdin_charge:R:1
Pd 1.6858 -1.6558 -1.2109 -0.431 -0.889 0.274 0.7364
Cl 8.1132 -4.6895 -1.7824 0.326 -0.087 -0.065 0.6246
C 6.4032 -4.4455 -1.6337 -0.241 0.058 -0.031 -0.7026
C 5.8433 -3.2681 -2.1019 -0.031 -0.026 0.024 -0.1474
C 4.4926 -3.0560 -1.9268 -0.061 -0.672 0.406 -0.5483
Cl 3.7680 -1.5872 -2.4932 0.588 0.455 -0.685 0.7610
C 3.6352 -3.9744 -1.2595 0.422 0.078 -0.177 -0.4900
O 2.4005 -3.7553 -1.0249 -0.694 0.802 0.054 -0.1805
C 4.2678 -5.1914 -0.8879 0.059 0.194 -0.084 -0.5980
Cl 3.2866 -6.4292 -0.1871 -0.175 -0.126 0.141 0.6787
C 5.6166 -5.4237 -1.0438 0.057 0.237 -0.140 -0.1537
H 6.4509 -2.5199 -2.5866 0.076 0.049 -0.016 0.1012
H 6.0493 -6.3534 -0.7080 0.029 -0.042 0.023 0.0981
C -4.9852 1.4917 4.7977 -0.167 -0.032 0.029 -0.1090
O -3.6834 1.8901 4.4701 0.371 0.136 -0.234 -0.0957
C -3.4558 2.4960 3.2594 0.089 -0.029 0.036 -0.2767
C -4.4485 2.9274 2.3817 -0.171 -0.176 0.412 -0.0400
C -4.1099 3.5519 1.1995 0.357 0.029 -0.305 -0.0291
C -2.7625 3.7390 0.8368 0.130 -0.346 1.104 -0.3096
C -1.7706 3.2923 1.7454 -0.086 0.157 -0.240 -0.0007
C -2.1121 2.6885 2.9236 -0.308 -0.119 0.271 -0.0019
N -2.4692 4.3078 -0.3514 -1.103 0.121 -1.330 0.0147
N -1.2308 4.4511 -0.6920 0.710 0.835 0.516 0.0416
C -0.3176 3.5304 -0.9275 -0.104 -0.288 -0.255 -0.2941
C 1.0503 3.8611 -0.7715 -0.063 -0.110 0.084 -0.0401
C 2.0038 2.8909 -0.6551 0.012 -0.094 -0.110 -0.0168
C 1.7254 1.4975 -0.8202 0.464 -0.034 0.082 -0.3935
O 2.5795 0.5986 -0.6102 -0.114 0.196 -0.178 -0.0987
C 0.3848 1.1822 -1.2937 -0.296 0.318 0.010 -0.1308
N 0.1494 -0.0743 -1.7207 0.201 -0.287 0.221 0.0450
C -1.0638 -0.4108 -2.1204 0.046 -0.093 -0.103 -0.1290
C -2.1328 0.4784 -2.1043 -0.004 0.235 0.023 -0.0462
C -1.9160 1.7735 -1.6868 -0.243 -0.251 -0.218 0.0043
C -0.6391 2.1712 -1.2995 0.437 -0.310 0.099 -0.0782
H -4.8971 0.9893 5.7612 -0.134 0.040 -0.070 0.0892
H -5.3948 0.7930 4.0611 0.015 0.006 -0.017 0.0946
H -5.6632 2.3467 4.8893 -0.006 -0.007 0.033 0.0875
H -5.4932 2.7806 2.6221 -0.010 -0.001 0.002 0.0969
H -4.8779 3.8741 0.5115 -0.048 0.074 -0.051 0.1027
H -0.7300 3.4289 1.4988 0.086 0.018 0.021 0.1068
H -1.3521 2.3464 3.6089 0.065 -0.064 0.086 0.1192
H 1.2896 4.9039 -0.6232 0.036 0.084 0.097 0.1042
H 3.0163 3.1567 -0.3885 0.123 -0.023 -0.054 0.1062
H -1.2010 -1.4252 -2.4801 0.051 0.028 0.090 0.1008
H -3.1126 0.1567 -2.4210 -0.060 -0.065 -0.043 0.0986
H -2.7286 2.4864 -1.6864 0.014 0.052 0.031 0.1060
C -0.5557 -3.7552 -0.9547 0.295 -0.211 -0.527 -0.1011
O -0.4969 -2.8857 0.1680 -0.359 -0.097 0.155 -0.0557
C 0.4574 -1.9588 0.2289 0.525 0.567 0.218 -0.5622
O 0.6338 -1.2776 1.1970 -0.395 -0.255 0.031 0.0776
H -1.6052 -3.9013 -1.2172 0.048 0.120 0.085 0.0860
H -0.1072 -4.7122 -0.6786 -0.002 0.127 -0.111 0.0870
H 0.0082 -3.3342 -1.8093 -0.325 -0.283 0.387 0.0607
```
Forces are in eV/Å.

Properties
Total charge = -1
Energy relative to the best compared isomer or geometry (same formula, charge and spin) = 18.7 kcal/mol
Multiplicity = 3
E = -80918.039 eV

---

Here is an isolated molecule of C24H17ClN4 in a non-equilibrium geometry from the Open Molecules 2025 dataset. Energies are from wB97M-V/def2-TZVPD.

Structure (XYZ):
```
46
Properties=species:S:1:pos:R:3:forces:R:3:lowdin_charge:R:1
C -2.8298 -0.2305 -1.8983 -0.064 0.027 0.056 0.0039
C -2.1313 0.8330 -1.1311 0.312 -0.210 -0.048 -0.2234
C -0.9298 0.8152 -0.4510 -0.458 0.305 -0.046 -0.0860
C -0.6962 2.1522 0.0213 -0.364 0.176 -0.108 -0.1094
C 0.3163 2.7446 0.7701 0.011 0.094 0.052 -0.0236
C 0.2052 4.0842 1.0740 0.136 0.014 0.101 -0.0937
C -0.8936 4.8380 0.6561 -0.106 0.090 -0.041 -0.0984
C -1.9164 4.2701 -0.0751 -0.065 0.047 -0.024 -0.0248
C -1.8063 2.9228 -0.3866 0.593 0.137 0.350 -0.1994
N -2.6464 2.0970 -1.0856 -0.270 -0.138 -0.137 0.1373
H -3.5048 2.3799 -1.5285 0.097 -0.055 0.016 0.1653
H -2.7711 4.8493 -0.3924 -0.071 0.087 -0.018 0.1063
H -0.9433 5.8853 0.9144 -0.019 0.083 0.010 0.0986
H 0.9814 4.5676 1.6487 0.067 0.027 0.052 0.0984
H 1.1621 2.1600 1.0956 0.074 -0.002 0.017 0.0941
C -0.0306 -0.2924 -0.2549 0.033 -1.040 0.060 -0.1311
N 1.2687 -0.0489 -0.2096 0.067 0.377 -0.033 0.2167
C 2.1191 -1.0577 -0.3445 -0.903 -0.133 -0.266 -0.2755
N 1.7130 -2.2870 -0.6905 1.257 0.157 0.151 0.0889
N 0.4711 -2.5719 -0.4866 -0.983 -0.732 0.081 0.1025
C -0.4245 -1.6624 -0.1454 0.693 1.080 -0.280 -0.1683
C -1.7260 -2.1246 0.3192 -0.535 -0.280 0.104 -0.1955
C -2.2364 -3.3410 -0.1336 0.083 0.169 0.000 -0.0322
C -3.4636 -3.7898 0.3136 -0.090 -0.063 0.028 -0.0781
C -4.1905 -3.0392 1.2244 -0.060 -0.021 0.010 -0.0884
C -3.6787 -1.8405 1.6950 -0.106 0.037 0.056 -0.0779
C -2.4545 -1.3815 1.2474 0.148 -0.121 -0.050 -0.0345
H -2.0521 -0.4538 1.6276 0.011 0.075 0.020 0.1211
H -4.2358 -1.2614 2.4171 -0.034 0.037 0.062 0.1039
H -5.1504 -3.3909 1.5728 -0.073 -0.029 0.029 0.1008
H -3.8560 -4.7296 -0.0461 -0.027 -0.072 -0.034 0.1030
H -1.6564 -3.9170 -0.8378 0.040 -0.056 -0.060 0.1097
C 3.5466 -0.8043 -0.1923 0.579 0.050 -0.039 -0.1597
C 4.4500 -1.8662 -0.1889 -0.152 0.152 0.002 -0.0186
C 5.8025 -1.6306 -0.0457 0.136 0.090 0.019 -0.0983
C 6.2546 -0.3268 0.0977 -0.255 -0.057 -0.036 -0.6736
C 5.3696 0.7416 0.0943 0.145 -0.034 0.031 -0.0988
C 4.0186 0.5001 -0.0521 -0.087 -0.202 -0.010 -0.0173
H 3.3136 1.3165 -0.0689 -0.037 0.079 -0.008 0.1032
H 5.7404 1.7489 0.2031 0.052 0.068 0.004 0.1047
Cl 7.9466 -0.0283 0.2813 0.198 0.035 0.022 0.6723
H 6.5062 -2.4482 -0.0419 0.073 -0.047 0.007 0.1048
H 4.0730 -2.8706 -0.3015 0.003 -0.083 0.001 0.1086
H -2.1301 -1.0037 -2.2036 -0.015 -0.033 -0.042 0.0884
H -3.6075 -0.7000 -1.2940 -0.033 -0.074 0.016 0.0876
H -3.2963 0.1925 -2.7874 -0.003 -0.014 -0.075 0.0863
```
Forces are in eV/Å.

Properties
E = -43647.204 eV

---

Here is C24H17N5S6W as an isolated structure from the Open Molecules 2025 dataset. Energies are from wB97M-V/def2-TZVPD.

Structure (XYZ):
```
53
Properties=species:S:1:pos:R:3:forces:R:3:lowdin_charge:R:1
W -0.7068 -0.0702 -0.4518 -0.271 -0.332 0.191 1.1203
C 1.5690 -2.5582 -5.0905 0.035 -0.025 -0.061 -0.0908
C 2.0772 -1.4170 -4.4937 0.043 0.032 0.010 -0.0781
C 1.7303 -1.0909 -3.1897 -0.106 -0.101 -0.042 -0.0542
C 0.8460 -1.8962 -2.4861 0.125 -0.039 -0.163 -0.3920
C 0.3729 -3.0703 -3.0691 -0.047 0.180 -0.071 -0.1102
C 0.7250 -3.3906 -4.3685 -0.032 -0.020 0.020 -0.0722
N 0.4859 -1.5865 -1.1317 0.167 0.033 -0.237 -0.1804
C 0.9839 -2.4933 -0.2170 -0.157 -0.125 0.391 -0.2473
C 1.7531 -3.6300 -0.4776 0.091 -0.042 0.097 -0.0064
C 2.1237 -4.4408 0.5799 -0.017 0.003 0.072 -0.0733
C 1.7533 -4.1485 1.8938 0.030 -0.045 -0.010 -0.0868
C 1.0170 -3.0124 2.1683 0.017 -0.021 -0.058 -0.0133
C 0.6394 -2.2077 1.1029 0.234 -0.234 -0.187 -0.2232
N -0.0100 -0.9731 1.2091 -0.091 0.059 -0.211 -0.1785
N -0.1158 -0.5463 2.4455 0.066 -0.135 0.120 0.0848
C -0.6390 0.6698 2.4717 -0.058 0.291 0.026 -0.3624
C -0.8124 1.3230 3.7153 -0.054 0.086 -0.046 0.0015
C -1.3924 2.5511 3.7468 -0.001 -0.022 -0.069 -0.0583
C -1.8069 3.1290 2.5286 0.016 -0.027 0.040 -0.0517
C -1.5950 2.4619 1.3588 -0.024 0.007 -0.029 -0.1227
N -0.9835 1.2449 1.2884 0.018 0.024 0.096 -0.1112
H 1.8415 -2.8092 -6.1073 -0.006 0.003 -0.004 0.0996
H 2.7562 -0.7747 -5.0400 -0.002 0.005 -0.006 0.1025
H 2.1341 -0.2066 -2.7245 0.006 0.073 0.040 0.0553
H -0.2826 -3.7165 -2.5038 -0.036 -0.010 0.013 0.0997
H 0.3361 -4.2946 -4.8195 -0.001 -0.004 -0.001 0.1061
H 2.0577 -3.8730 -1.4841 0.034 0.003 0.053 0.1104
H 2.7163 -5.3232 0.3767 0.009 -0.013 0.010 0.1042
H 2.0498 -4.8059 2.6994 0.005 -0.014 0.002 0.0999
H 0.7298 -2.7395 3.1725 0.008 -0.005 -0.004 0.1065
H -0.4782 0.8033 4.6003 0.005 -0.012 0.013 0.1167
H -1.5437 3.0699 4.6835 0.003 0.011 0.001 0.1098
H -2.2943 4.0924 2.4991 -0.001 0.003 0.002 0.1073
H -1.9324 2.8990 0.4346 0.034 -0.020 0.043 0.0972
S 1.2472 1.4802 -0.8469 -0.072 -0.036 -0.003 0.6855
C -0.0095 2.4361 -1.4921 -0.066 -0.104 -0.007 -1.0879
N -1.1992 1.8849 -1.3805 0.175 0.122 0.067 -0.3018
C -2.2127 2.6772 -1.9083 -0.051 0.134 -0.047 -0.3531
C -3.5749 2.3906 -1.9249 0.089 0.041 0.000 -0.0350
C -4.4262 3.3335 -2.4661 -0.025 0.002 -0.001 -0.0649
C -3.9426 4.5371 -2.9848 -0.062 0.031 -0.027 -0.0828
C -2.5924 4.8283 -2.9688 0.024 0.018 -0.005 -0.0861
C -1.7308 3.8874 -2.4208 -0.057 -0.077 -0.019 -0.4506
S 0.0088 3.9837 -2.2564 -0.091 -0.099 0.087 1.0801
H -3.9319 1.4504 -1.5292 0.006 -0.017 -0.018 0.0613
H -5.4889 3.1331 -2.4913 -0.004 -0.001 -0.009 0.1082
H -4.6347 5.2533 -3.4071 -0.001 0.001 0.004 0.1051
H -2.2174 5.7608 -3.3685 -0.003 0.002 -0.004 0.1098
S -3.0503 -0.4668 0.2626 -0.138 0.113 0.044 0.1054
S -2.6437 -2.3213 -0.4429 0.250 0.324 -0.001 0.0051
S -2.7671 -2.1347 -2.5117 0.029 -0.037 0.001 0.0333
S -1.6947 -0.3855 -2.7576 -0.046 0.018 -0.103 0.1600
```
Forces are in eV/Å.

Properties
Energy relative to the best compared isomer or geometry (same formula, charge and spin) = 6.5 kcal/mol
E = -99454.663 eV